No. 1
Density functional theory data (ωB97M-V/def2-TZVPD) for C35H29AsN2O5PdSi as an isolated structure.

Structure (XYZ):
```
74
C35H29AsN2O5PdSi (ωB97M-V/def2-TZVPD)
Pd 0.35399 0.32785 0.17637
O 2.51924 1.37177 -5.23269
C 1.36887 1.99291 -5.12608
O 0.75880 2.43983 -6.07046
C 0.80939 2.12978 -3.74995
C -0.29213 2.90528 -3.46530
N -0.56982 2.72622 -2.16505
N 0.28233 1.87936 -1.57928
C 1.13264 1.49983 -2.52658
C 2.28961 0.57060 -2.18909
O 3.17123 0.44849 -3.05803
O 2.25150 0.01256 -1.06413
H 2.84406 1.03876 -4.33191
H -0.86067 3.55026 -4.11413
H -1.25820 3.19924 -1.60709
C 4.39421 -0.61602 4.33183
C 4.24409 -0.74267 2.95744
C 3.15596 -0.16818 2.31908
C 2.20969 0.55081 3.05331
C 2.35784 0.65297 4.43555
C 3.44599 0.07595 5.07219
Si 0.85237 1.51337 2.16881
C 1.60541 3.11862 1.51279
C 1.22846 4.35796 2.02818
C 1.84715 5.52279 1.59681
C 2.84332 5.46257 0.63337
C 3.22482 4.23485 0.10639
C 2.61080 3.07233 0.54331
H 5.24862 -1.05804 4.82854
H 4.98111 -1.29003 2.38342
H 3.03862 -0.28166 1.24614
H 1.61848 1.19345 5.01772
H 3.55413 0.16666 6.14590
H -0.18184 1.91298 3.17753
H 0.44869 4.41008 2.78124
H 1.55294 6.47724 2.01585
H 3.32456 6.37168 0.29543
H 4.00479 4.18470 -0.64315
H 2.91924 2.11574 0.13511
O 0.12145 -1.84713 1.08059
As -1.27308 -2.06683 0.22591
C -2.36922 -3.41053 1.07266
C -3.70295 -3.19927 1.39439
C -4.42012 -4.20899 2.01946
C -3.80727 -5.41829 2.31314
C -2.47039 -5.62471 1.99599
C -1.74717 -4.61850 1.37780
C -2.26031 -0.39736 0.13324
C -2.84591 0.04130 -1.05132
C -3.59026 1.21325 -1.05299
C -3.75732 1.93397 0.12128
C -3.18791 1.48792 1.30827
C -2.44063 0.32093 1.31835
C -1.01833 -2.63633 -1.60688
C -0.34291 -1.77400 -2.46208
C -0.11213 -2.12832 -3.77991
C -0.57319 -3.35300 -4.24349
C -1.26117 -4.21094 -3.39795
C -1.48702 -3.85781 -2.07539
H -4.17563 -2.25351 1.15622
H -5.45873 -4.05240 2.28013
H -4.37264 -6.20633 2.79331
H -1.99467 -6.56626 2.23618
H -0.69721 -4.74709 1.14025
H -2.72593 -0.53137 -1.96183
H -4.04992 1.55413 -1.97220
H -4.35093 2.83956 0.11751
H -3.33476 2.04656 2.22332
H -2.00755 -0.05336 2.23886
H -0.00041 -0.82401 -2.08454
H 0.42445 -1.46043 -4.44200
H -0.39359 -3.63864 -5.27176
H -1.62494 -5.15840 -3.77374
H -2.02199 -4.52470 -1.41015
```

Its LUMO energy (alpha / beta) is -1.0 / -1.2 eV. Its energy is -4489.99676 a.u. Its energy relative to the best compared isomer or geometry (same formula, charge and spin) is 0.977 eV. As for the multiplicity: 1. The calculation puts the HOMO-LUMO gap (alpha / beta) at 6.9 / 7.0 eV.



No. 2
Density functional theory data (ωB97M-V/def2-TZVPD) for the molecule C4H5NO2.

Structure (XYZ):
```
12
C4H5NO2 (ωB97M-V/def2-TZVPD)
O -1.55781 -0.19590 2.07716
C -0.89050 -0.87177 1.32627
C 0.26799 0.93869 -1.38833
C 0.08567 1.08320 0.09145
N -0.00606 -0.35147 0.41971
C 0.68660 -1.04789 -0.55592
O 0.79943 -0.28672 -1.59535
H -0.93028 -1.97510 1.28757
H 0.60961 1.69326 -2.07983
H 0.94419 1.54412 0.62526
H -0.82808 1.58550 0.42089
H 0.81922 -2.11592 -0.62887
```

Its LUMO energy (alpha / beta) is 0.7 / 0.5 eV. Its energy is -360.53890 a.u. Its energy relative to the best compared isomer or geometry (same formula, charge and spin) is 3.552 eV. As for the multiplicity: 1. The calculation puts the HOMO-LUMO gap (alpha / beta) at 8.4 / 7.5 eV.



No. 3
Density functional theory data (ωB97M-V/def2-TZVPD) for C18H17BrN2O5RhS as an isolated structure.

Structure (XYZ):
```
45
C18H17BrN2O5RhS (ωB97M-V/def2-TZVPD)
Rh 0.15171 0.88927 0.59967
Br 0.01356 0.93859 3.06745
C -0.92356 -0.72226 3.17174
C -1.21771 -1.23679 4.39173
C -1.93599 -2.44873 4.44823
C -2.33067 -3.06194 3.29650
C -2.03089 -2.51107 2.02601
C -2.47139 -3.13046 0.83346
C -2.19834 -2.55897 -0.37002
C -1.45385 -1.36022 -0.45056
C -0.97775 -0.74815 0.67069
C -1.28827 -1.30345 1.94467
H -0.91659 -0.73122 5.29913
H -2.17657 -2.87631 5.41153
H -2.89257 -3.98641 3.33507
H -3.03759 -4.05052 0.89847
H -2.54961 -3.01387 -1.28668
H -1.29333 -0.94889 -1.43331
C 1.65924 -0.52724 -2.62506
C 0.57702 0.48404 -2.52791
N 0.06678 1.00810 -1.42389
C -1.01688 1.77833 -1.78589
C -1.12721 1.77183 -3.13960
N -0.11186 0.96469 -3.57863
C -2.06916 2.37822 -4.12539
O -3.06156 3.08074 -3.63826
O -1.87722 2.17426 -5.29622
C -1.88395 2.30107 -0.71487
O -2.85203 2.99767 -0.96472
O -1.51420 1.93085 0.47017
H 1.91055 -0.88290 -1.62993
H 2.54937 -0.11804 -3.10325
H 1.31459 -1.37915 -3.21212
H 0.03298 0.76073 -4.55932
H -3.07423 3.10582 -2.64181
C 4.76530 -0.03251 0.95467
S 3.41326 0.77272 0.11553
C 3.62007 2.42509 0.77532
O 2.19180 0.19119 0.81906
H 4.69795 0.17342 2.02080
H 5.70170 0.33408 0.53465
H 4.66528 -1.09906 0.76366
H 4.44819 2.90571 0.25405
H 3.79959 2.38751 1.84787
H 2.70401 2.97422 0.55727
```

Its LUMO energy is -3.8 eV. The total charge is +1. Its energy is -4264.41579 a.u. Its energy relative to the best compared isomer or geometry (same formula, charge and spin) is 0.496 eV. As for the multiplicity: 1. The calculation puts the HOMO-LUMO gap at 7.4 eV.



No. 4
Density functional theory data (ωB97M-V/def2-TZVPD) for a 3-piece molecular cluster, C9H12O9 overall.

Structure (XYZ):
```
30
C9H12O9 (ωB97M-V/def2-TZVPD)
C 1.11418 -4.91212 2.27001
C 0.23078 -5.95870 2.80499
O 1.05583 -7.03658 3.17024
C 2.21573 -6.85653 2.73893
O 3.10835 -7.72413 2.74713
O 2.34586 -5.64974 2.17275
H 1.09636 -4.09117 2.98683
H 0.94600 -4.48412 1.28176
H -0.60548 -6.14035 2.12989
H -0.24168 -5.48242 3.66408
C 0.12882 6.41535 -0.95358
C -0.19469 5.97889 0.37669
O -0.21461 7.18195 1.08068
C 0.37657 8.14620 0.42036
O 0.74317 9.20599 0.94770
O 0.78521 7.65236 -0.87198
H -0.74839 6.46111 -1.59896
H 0.77296 5.73813 -1.51443
H 0.54033 5.30879 0.82257
H -1.19557 5.54728 0.37009
C -0.41116 -0.56501 -2.03574
C -0.96907 -0.76507 -3.44885
O -2.05260 -1.52829 -3.28465
C -2.52298 -1.41871 -2.05998
O -3.46516 -2.12079 -1.58099
O -1.65411 -0.62533 -1.31960
H -0.04545 0.43781 -1.81504
H 0.21044 -1.34410 -1.59445
H -0.23148 -1.47681 -3.81964
H -1.11814 0.10609 -4.08679
```

Its LUMO energy is -0.2 eV. Its energy is -1027.23799 a.u. Its energy relative to the best compared isomer or geometry (same formula, charge and spin) is 2.245 eV. As for the multiplicity: 1. The calculation puts the HOMO-LUMO gap at 10.5 eV.



No. 5
Density functional theory data (ωB97M-V/def2-TZVPD) for C16H23AsN9NaOS as an isolated structure.

Structure (XYZ):
```
52
C16H23AsN9NaOS (ωB97M-V/def2-TZVPD)
Na -0.40985 -0.12710 -0.60411
N -1.22900 -1.75570 3.38735
C -0.76906 -0.63723 4.04201
C -0.84593 0.37382 3.13410
N -1.33936 -0.09304 1.94169
C -1.54974 -1.37418 2.12373
C -2.02969 -2.26222 1.07344
N -1.79888 -2.05545 -0.19867
C -2.43917 -3.06487 -0.86850
C -3.05479 -3.89648 0.01699
N -2.78464 -3.37563 1.26268
H -1.16384 -2.70041 3.72342
H -0.43258 -0.66864 5.06237
H -0.57208 1.40693 3.26415
H -2.41676 -3.12153 -1.94308
H -3.64859 -4.78253 -0.11611
H -3.17613 -3.69305 2.13164
S 1.64807 -1.35885 1.01077
C 3.25297 -1.21993 0.48188
N 4.23186 -1.88750 1.12124
C 5.64410 -1.81562 0.78295
C 5.93241 -0.48961 0.09994
C 4.95282 -0.30357 -1.04548
N 3.59369 -0.45382 -0.55309
H 3.92458 -2.43973 1.90249
H 5.92107 -2.64425 0.12296
H 6.22335 -1.91688 1.70063
H 6.95652 -0.47526 -0.27138
H 5.81505 0.32755 0.81432
H 5.15282 -1.03256 -1.83754
H 5.04165 0.69033 -1.48179
H 2.84490 0.03598 -1.03368
O -1.53453 -0.03399 -2.61684
N -1.53885 0.81116 -3.54887
C -0.41366 1.50693 -3.73207
C 0.71598 1.25696 -2.90852
N 1.56955 0.99197 -2.17901
C -0.36841 2.50254 -4.74874
N -0.31578 3.32028 -5.55737
C -2.73406 3.64196 -1.75814
As -2.13404 2.37873 -0.39164
C -3.73430 1.25408 -0.35545
C -2.54483 3.46142 1.18920
H -3.70990 4.05530 -1.50119
H -2.80133 3.12188 -2.71300
H -2.01252 4.45216 -1.85931
H -4.63831 1.86168 -0.29734
H -3.67668 0.59486 0.51032
H -3.75164 0.64765 -1.26032
H -3.55046 3.87818 1.12455
H -1.82496 4.27446 1.27930
H -2.47703 2.83284 2.07715
```

Its LUMO energy is -0.1 eV. Its energy is -3987.83346 a.u. Its energy relative to the best compared isomer or geometry (same formula, charge and spin) is 0.142 eV. As for the multiplicity: 1. The calculation puts the HOMO-LUMO gap at 8.0 eV.



No. 6
Density functional theory data (ωB97M-V/def2-TZVPD) for the molecule C5H10O2.

Structure (XYZ):
```
17
C5H10O2 (ωB97M-V/def2-TZVPD)
C -2.21981 -0.60367 -0.11510
C -0.84426 -0.07739 -0.46263
O -0.92806 1.33201 -0.48502
C 0.09388 -0.51387 0.64285
C 1.58743 -0.12512 0.54060
C 2.19452 0.72007 -0.54442
O 1.63386 1.54966 -1.23266
H -2.21953 -1.69769 -0.10219
H -2.49878 -0.24391 0.88377
H -2.95726 -0.24019 -0.82995
H -0.49994 -0.46505 -1.43352
H -0.07693 1.65303 -0.83405
H -0.30632 0.05383 1.49880
H 0.02604 -1.56381 0.93528
H 2.29747 -0.92380 0.79946
H 1.42323 0.53064 1.39104
H 3.29448 0.61525 -0.65226
```

Its LUMO energy is 0.7 eV. Its energy is -346.95440 a.u. Its energy relative to the best compared isomer or geometry (same formula, charge and spin) is 1.933 eV. As for the multiplicity: 1. The calculation puts the HOMO-LUMO gap at 10.5 eV.



Question: Which value of multiplicity does entry 1 give?
Answer: 1